Record 1
The following is a quantum chemistry calculation of a structure of composition C4H12N3O3, from OMol25.

XYZ file:
```
22
Properties=species:S:1:pos:R:3
C -1.7856 0.3670 -0.1296
C -2.9524 0.1785 0.7825
C 0.2019 -0.4874 -0.9757
C 1.3520 0.5271 -0.3542
N 0.8660 -1.7698 -1.1345
N 1.2394 1.8683 -0.2028
N 1.1525 -0.1548 1.4252
O -1.5386 1.3994 -0.7284
O 2.5460 0.0151 -0.4634
O -0.8935 -0.6512 -0.0819
H -3.3328 -0.7967 0.7765
H -3.7752 0.7437 0.4996
H -2.6928 0.4968 1.7519
H -0.1856 0.1471 -1.9074
H 1.0613 -1.9954 -2.0944
H 0.3139 -2.5038 -0.7082
H 0.2760 2.2107 -0.4255
H 2.0615 2.4125 -0.3600
H 0.3751 -0.2675 2.0062
H 1.9016 0.2712 1.9284
H 1.3907 -1.0726 1.2928
H 2.4186 -0.9380 -0.8970
```

Properties
* net charge: +1
* HOMO energy: -14.4255 eV
* relative energy (zero: lowest compared OMol25 entry of this formula, charge and spin): 0.00 kcal per mole
* molar mass: 150.16 g mol⁻¹



Record 2
The following is a quantum chemistry calculation of a structure of composition C28H62N4NbO6, from OMol25.

XYZ file:
```
101
Properties=species:S:1:pos:R:3
C 4.9969 -0.0543 1.4845
C 3.7614 -0.1761 0.3849
C 3.5822 -1.3834 -0.7115
C 2.3348 -1.4144 -1.8237
C 1.1987 -0.2209 -1.8255
C 1.3787 0.9815 -0.6917
C 0.2912 2.2409 -0.5221
Nb -0.9513 1.6683 1.3566
C -2.0959 0.1392 0.0334
C -2.5188 -1.0914 1.0663
N -2.1225 -2.3907 0.8565
C 2.6386 1.0183 0.4068
H 4.5563 0.0454 2.5718
H 5.7055 -0.9865 1.4452
H 5.5525 0.9666 1.2125
H 4.3790 -2.2498 -0.6937
H 2.1949 -2.2815 -2.6026
H 0.2792 -0.1448 -2.5457
H -0.3729 2.4027 -1.4719
H 0.8813 3.2588 -0.3268
H -2.1632 2.9760 1.0406
H -1.8734 1.0879 2.8422
H 0.2400 0.2978 1.6838
H 0.1324 2.7314 2.3402
H -3.0716 0.6667 -0.3400
H -1.4220 -0.2685 -0.8471
H -3.1665 -0.8376 2.0221
H -1.5474 -2.3696 -0.0178
H 2.7062 1.9113 1.1864
C -9.2378 2.7482 2.8432
O -9.0012 2.9925 1.4627
C -9.0707 4.3838 1.1253
C -7.6892 4.8876 0.6796
N -6.7602 4.9487 1.8125
C -5.3709 5.1987 1.4140
C -4.6665 4.0938 0.6014
O -4.4530 2.8882 1.3373
C -5.5368 1.9693 1.2855
H -9.2649 1.6661 2.9976
H -8.4297 3.1621 3.4523
H -10.1981 3.1687 3.1545
H -9.4744 4.9908 1.9448
H -9.7625 4.4681 0.2804
H -7.7937 5.8871 0.2434
H -7.3182 4.2088 -0.0938
H -6.7951 4.0648 2.3187
H -4.8035 5.3489 2.3403
H -5.3210 6.1435 0.8599
H -3.6666 4.4677 0.3502
H -5.1591 3.8919 -0.3554
H -6.0895 2.0246 0.3436
H -6.2064 2.1321 2.1312
H -5.1278 0.9589 1.3852
C -1.0308 1.1696 -8.2307
O 0.0550 0.5252 -8.8843
C 1.2566 1.3064 -8.8659
C 2.3294 0.6031 -8.0201
N 1.9838 0.6382 -6.5955
C 2.8445 -0.2117 -5.7659
C 2.7460 -1.7345 -5.9866
O 1.4856 -2.2889 -5.6061
C 0.5021 -2.2695 -6.6326
H -1.9258 0.5581 -8.3741
H -0.8402 1.2533 -7.1573
H -1.2123 2.1589 -8.6597
H 1.0806 2.3321 -8.5193
H 1.6100 1.3639 -9.9009
H 3.2924 1.1035 -8.1709
H 2.4148 -0.4276 -8.3763
H 1.0196 0.3288 -6.4800
H 2.5748 -0.0044 -4.7234
H 3.8869 0.1054 -5.8883
H 3.4863 -2.2032 -5.3271
H 3.0198 -2.0340 -7.0036
H 0.9364 -2.3596 -7.6321
H -0.0991 -1.3622 -6.5580
H -0.1701 -3.1183 -6.4722
C 5.9723 -4.2245 8.0180
O 5.4914 -5.1409 7.0432
C 4.0691 -5.3105 7.0946
C 3.4269 -4.7679 5.8085
N 3.5050 -3.3045 5.7576
C 3.1202 -2.7453 4.4574
C 4.0373 -3.0639 3.2596
O 5.3350 -2.4748 3.3581
C 6.2882 -3.2680 4.0536
H 7.0649 -4.2270 7.9779
H 5.6228 -3.2115 7.8008
H 5.6598 -4.5239 9.0222
H 3.6276 -4.8523 7.9881
H 3.8829 -6.3883 7.1502
H 2.3759 -5.0754 5.7731
H 3.9483 -5.2169 4.9581
H 4.4608 -3.0156 5.9613
H 3.0953 -1.6561 4.5820
H 2.0956 -3.0566 4.2219
H 3.5751 -2.6142 2.3725
H 4.1040 -4.1366 3.0504
H 6.1073 -4.3401 3.9373
H 6.3026 -2.9956 5.1100
H 7.2783 -3.0403 3.6464
```

Properties
* net charge: -1
* HOMO energy: -4.1426 eV
* relative energy (zero: lowest compared OMol25 entry of this formula, charge and spin): 247.94 kcal per mole
* molar mass: 643.73 g mol⁻¹



Record 3
The following is a quantum chemistry calculation of a structure of composition C42H38N8PbS5, from OMol25.

XYZ file:
```
94
Properties=species:S:1:pos:R:3
Pb -2.3867 -0.1423 -2.1274
N -1.9108 1.2168 -0.0492
S -1.5615 0.5962 1.2119
N -0.5379 -0.7107 1.2525
S 0.9650 -0.6970 0.9991
N 1.6800 0.3750 0.1334
S 1.5391 0.3379 -1.5312
N 0.2719 0.0777 -2.1864
C 2.2566 1.9536 -1.8221
C 3.0404 2.1630 -2.9454
C 3.4309 3.4556 -3.2671
C 3.0283 4.5222 -2.4763
C 2.2303 4.3016 -1.3603
C 1.8376 3.0142 -1.0286
C 2.8975 -0.7553 -1.9576
C 2.6029 -1.7836 -2.8310
C 3.6121 -2.6695 -3.1907
C 4.8924 -2.5036 -2.6859
C 5.1758 -1.4580 -1.8104
C 4.1737 -0.5794 -1.4373
C 1.8287 -0.5551 2.5453
C 2.7728 0.4334 2.7534
C 3.3458 0.5471 4.0139
C 2.9763 -0.3216 5.0285
C 2.0300 -1.3155 4.7979
C 1.4454 -1.4347 3.5499
C 1.2931 -2.3497 0.4643
C 2.5813 -2.8555 0.5971
C 2.8427 -4.1199 0.1047
C 1.8310 -4.8519 -0.5131
C 0.5549 -4.3269 -0.6418
C 0.2726 -3.0587 -0.1479
C -0.7680 1.7224 2.3674
C -0.4616 1.3605 3.6715
C 0.1814 2.2736 4.4916
C 0.5105 3.5343 4.0070
C 0.1832 3.8900 2.7059
C -0.4684 2.9827 1.8806
C -2.8960 -0.1195 2.1403
C -2.7412 -1.1508 3.0558
C -3.8656 -1.6761 3.6680
C -5.1245 -1.1787 3.3590
C -5.2651 -0.1464 2.4438
C -4.1467 0.3882 1.8248
H 3.3443 1.3301 -3.5668
H 4.0483 3.6275 -4.1389
H 3.3358 5.5282 -2.7300
H 1.9140 5.1346 -0.7458
H 1.2165 2.8267 -0.1626
H 1.5916 -1.8759 -3.2102
H 3.3952 -3.4858 -3.8671
H 5.6780 -3.1901 -2.9741
H 6.1781 -1.3312 -1.4224
H 4.3741 0.2341 -0.7500
H 3.0348 1.1047 1.9480
H 4.0801 1.3197 4.1992
H 3.4265 -0.2275 6.0082
H 1.7481 -1.9950 5.5910
H 0.6992 -2.1955 3.3550
H 3.3588 -2.2770 1.0793
H 3.8363 -4.5365 0.2002
H 2.0454 -5.8428 -0.8923
H -0.2364 -4.8921 -1.1149
H -0.7235 -2.6391 -0.2344
H -0.7274 0.3823 4.0485
H 0.4214 2.0021 5.5114
H 1.0110 4.2455 4.6514
H 0.4212 4.8799 2.3379
H -0.7601 3.2274 0.8656
H -1.7671 -1.5794 3.2412
H -3.7665 -2.5076 4.3522
H -6.0022 -1.6299 3.7997
H -6.2493 0.2148 2.1767
H -4.2365 1.1598 1.0711
N -2.4436 0.5702 -5.0505
C -1.8446 1.8802 -5.2862
C -2.4155 2.9352 -4.3534
N -2.1454 2.6160 -2.9565
H -2.0299 -0.1397 -5.6403
H -3.4415 0.5698 -5.2289
H -1.9689 2.2391 -6.3155
H -0.7690 1.7915 -5.1055
H -3.5002 2.9821 -4.4846
H -2.0175 3.9097 -4.6632
H -2.6159 3.2417 -2.3168
H -1.1538 2.6341 -2.7433
S -4.9950 -1.2592 -2.5547
C -4.6769 -2.1185 -1.0830
S -3.0417 -2.3193 -0.4939
C -5.7156 -2.6496 -0.3356
C -5.4855 -3.4200 0.8415
N -5.3083 -4.0320 1.8035
C -7.0820 -2.4746 -0.7110
N -8.1893 -2.3547 -1.0069
```

Properties
* net charge: 0
* HOMO energy: -6.5270 eV
* relative energy (zero: lowest compared OMol25 entry of this formula, charge and spin): 0.00 kcal per mole
* molar mass: 1022.36 g mol⁻¹



Record 4
The following is a quantum chemistry calculation of a cluster of 5 separate species, C3H15NO6 in total, from OMol25.

XYZ file:
```
25
Properties=species:S:1:pos:R:3
C 0.9990 1.5756 1.6280
N 0.4744 0.4141 0.8888
C -0.4246 -0.3149 1.7897
C -1.2463 -1.2458 0.9591
O -0.6085 -2.4553 0.9554
O -2.3403 -1.0155 0.5360
H 0.9333 1.6500 2.7050
H 0.4451 2.4698 1.2786
H 2.0553 1.7267 1.3730
H 0.3545 0.5406 -0.1024
H -1.1247 0.3303 2.3721
H 0.1668 -0.7461 2.5878
H -1.0685 -3.2435 0.6354
H -2.5706 1.4975 -0.8096
H -1.0823 1.7763 -0.8236
O -1.9298 2.1672 -1.0766
H -0.9810 -1.5298 -1.6377
H -1.0236 -1.0969 -3.0249
O -0.7729 -1.8843 -2.5149
H 0.3873 0.1933 -2.6662
H 0.3699 1.6874 -2.9314
O 0.1714 1.0477 -2.2379
H 3.2469 -1.8851 0.1221
H 2.3106 -0.7293 0.0168
O 3.2586 -0.9303 -0.0227
```

Properties
* net charge: 0
* HOMO energy: -9.1358 eV
* SMILES string: CNCC(=O)O.O.O.O.O
* relative energy (zero: lowest compared OMol25 entry of this formula, charge and spin): 50.76 kcal per mole
* molar mass: 161.15 g mol⁻¹



Record 5
The following is a quantum chemistry calculation of the molecule C3F8, from OMol25.

XYZ file:
```
11
Properties=species:S:1:pos:R:3
C -1.3109 -0.2047 -0.0148
C 0.0622 0.5947 0.0384
C 1.3126 -0.2180 0.0060
F -1.1354 -1.0832 -1.0561
F -2.2611 0.6972 -0.2447
F -1.6583 -0.9280 1.0309
F 0.0128 1.0851 1.2730
F -0.0413 1.4257 -0.9388
F 1.3100 -0.9735 -1.0792
F 1.3985 -0.9679 1.0974
F 2.3321 0.6300 -0.1023
```

Properties
* net charge: 0
* HOMO energy: -12.9649 eV
* SMILES string: FC(F)(F)C(F)(F)C(F)(F)F
* relative energy (zero: lowest compared OMol25 entry of this formula, charge and spin): 14.25 kcal per mole
* molar mass: 188.02 g mol⁻¹



Q: Which gap between HOMO and LUMO values were calculated for the entries above? A: 11.627; 6.510; 6.216; 9.383; 13.879, in eV.